Entry i
The following is a DFT calculation (the ωB97M-V functional and the def2-TZVPD basis) of a cluster of 2 separate species, C2H2F3N2 in total.

Each line ends with the natural charge from an NBO analysis.
Cartesian coordinates (Å):
1 C 0.367 0.443 -0.508  -0.04
2 C 1.662 0.244 -0.172  0.78
3 N -2.108 -0.705 0.822  -0.07
4 N -1.353 -1.080 0.104  0.39
5 F 2.281 -0.734 -0.756  -0.25
6 F -0.244 1.561 -0.104  -0.31
7 F 2.340 0.770 0.786  -0.24
8 H -0.026 0.072 -1.563  0.23
9 H -2.918 -0.571 1.391  0.52

The calculation puts the HOMO energy (alpha / beta) at -0.5187 / -0.5188 Ha. As for the charge: +1.


Entry ii
The following is a DFT calculation (the ωB97M-V functional and the def2-TZVPD basis) of a cluster of 2 separate species, C2H2F3N2 in total.

Each line ends with the natural charge from an NBO analysis.
Cartesian coordinates (Å):
1 C 1.393 -0.181 0.320  -0.03
2 C 2.676 0.045 -0.074  0.80
3 N -0.879 0.239 -1.274  -0.08
4 N -0.012 0.868 -1.022  0.35
5 F 3.373 1.019 0.410  -0.24
6 F 0.778 -1.307 -0.076  -0.32
7 F 3.287 -0.606 -1.012  -0.24
8 H 0.988 0.242 1.230  0.23
9 H -1.607 -0.456 -1.414  0.52

The calculation puts the HOMO energy (alpha / beta) at -0.5329 / -0.5329 Ha. As for the charge: +1.


Most stable of them? entry ii.


Entry i
The following is a DFT calculation (the ωB97M-V functional and the def2-TZVPD basis) of the molecule C3H6.

Each line ends with the natural charge from an NBO analysis.
Cartesian coordinates (Å):
1 C -0.038 0.801 -0.024  -0.42
2 C -0.911 -0.432 0.010  -0.39
3 C 0.774 -0.458 -0.008  -0.43
4 H 0.183 1.381 -0.874  0.21
5 H 0.058 1.437 0.952  0.20
6 H -1.323 -0.746 0.855  0.20
7 H -1.437 -0.904 -0.919  0.22
8 H 1.351 -0.531 -0.856  0.20
9 H 1.343 -0.546 0.865  0.20

The calculation puts the HOMO energy at -0.3614 Ha. As for the SMILES: C1CC1.


Entry ii
The following is a DFT calculation (the ωB97M-V functional and the def2-TZVPD basis) of the molecule C3H6.

Each line ends with the natural charge from an NBO analysis.
Cartesian coordinates (Å):
1 C -1.594 0.303 -0.375  -0.42
2 C -0.181 -0.262 0.636  -0.11
3 C 1.140 -0.214 -0.050  -0.71
4 H -2.385 0.856 0.235  0.20
5 H -1.245 0.456 -1.417  0.18
6 H -0.244 -0.556 1.653  0.18
7 H 1.585 0.790 -0.286  0.23
8 H 1.046 -0.558 -1.059  0.23
9 H 1.878 -0.816 0.664  0.21

The calculation puts the HOMO energy (alpha / beta) at -0.2993 / -0.3204 Ha. As for the SMILES: C=CC.


Most stable of them? entry i.


Entry i
The following is a DFT calculation (the ωB97M-V functional and the def2-TZVPD basis) of a structure of composition C3H6ClF.

Each line ends with the natural charge from an NBO analysis.
Cartesian coordinates (Å):
1 C 0.613 -1.298 1.801  -0.62
2 C 0.071 0.026 1.295  -0.48
3 C -0.142 -0.193 -0.375  0.01
4 H 1.634 -0.502 2.848  0.19
5 H -0.513 -2.040 2.210  0.26
6 H 1.512 -1.784 0.727  0.27
7 H -0.811 0.352 1.752  0.21
8 H 0.780 0.990 1.132  0.22
9 H -0.366 -1.310 -0.813  0.17
10 F 1.160 -0.158 -0.749  -0.37
11 Cl -0.937 0.853 -1.026  0.16

The calculation puts the HOMO energy at -0.3497 Ha.


Entry ii
The following is a DFT calculation (the ωB97M-V functional and the def2-TZVPD basis) of a structure of composition C3H6ClF.

Each line ends with the natural charge from an NBO analysis.
Cartesian coordinates (Å):
1 C -2.470 -0.146 -0.010  -0.62
2 C -1.062 -0.882 -0.053  -0.48
3 C 0.049 0.231 0.420  0.25
4 H -3.571 -0.329 -0.784  0.24
5 H -2.832 -0.057 0.975  0.20
6 H -2.222 1.070 -0.669  0.21
7 H -0.857 -1.713 0.765  0.24
8 H -0.745 -1.220 -1.181  0.25
9 H 0.045 0.729 1.433  0.20
10 F 0.153 1.411 -0.158  -0.35
11 Cl 1.747 -0.376 -0.074  -0.13

The calculation puts the HOMO energy at -0.3951 Ha.


Most stable of them? entry ii.